72
Properties=species:S:1:pos:R:3:lowdin_charge:R:1 method="wB97M-V/def2-TZVPD" e_homo_ev=-7.60 smiles="CCOC(=O)[C@H](/N=C/c1ccccc1)C(c1ccc(N(C)CC(F)(F)F)cc1)c1ccc(N(C)CC(F)(F)F)cc1" orbital_gap_ev=8.22 total_charge=0
C -1.615 5.422 0.845 -0.083
C -2.625 4.311 0.637 -0.177
O -1.881 3.192 -0.010 -0.044
C -2.396 1.969 0.091 -0.399
O -3.570 1.817 0.436 0.063
C -1.378 0.843 -0.252 -0.150
N -2.211 -0.206 -0.555 0.079
C -2.742 -1.335 -0.640 -0.085
C -4.223 -1.593 -0.544 -0.166
C -4.753 -2.866 -0.798 -0.045
C -6.135 -3.025 -0.897 -0.090
C -6.998 -1.929 -0.754 -0.092
C -6.474 -0.675 -0.429 -0.077
C -5.098 -0.521 -0.272 -0.016
C -0.088 0.568 0.843 -0.080
C 0.303 -0.910 0.699 -0.206
C -0.592 -1.773 1.317 -0.065
C -0.496 -3.149 1.226 -0.019
C 0.565 -3.705 0.461 -0.224
N 0.626 -5.036 0.127 -0.142
C 1.886 -5.631 -0.274 -0.065
C -0.476 -6.000 0.333 -0.039
C -1.382 -5.913 -0.866 -0.513
F -2.442 -6.762 -0.915 0.129
F -1.899 -4.623 -0.938 0.075
F -0.658 -6.059 -2.030 0.108
C 1.518 -2.822 -0.116 -0.010
C 1.359 -1.451 -0.034 -0.031
C 1.186 1.457 0.715 -0.169
C 1.068 2.678 0.043 -0.038
C 2.174 3.489 -0.176 -0.015
C 3.472 3.089 0.251 -0.214
N 4.537 3.875 -0.102 -0.152
C 4.354 5.073 -0.897 -0.062
C 5.874 3.722 0.443 -0.052
C 6.772 3.031 -0.571 -0.517
F 8.075 3.429 -0.472 0.113
F 6.725 1.656 -0.388 0.091
F 6.377 3.253 -1.866 0.109
C 3.597 1.879 0.985 -0.012
C 2.465 1.100 1.213 -0.044
H -2.220 6.314 1.080 0.081
H -0.939 5.184 1.689 0.085
H -0.993 5.616 -0.045 0.081
H -3.044 3.973 1.596 0.127
H -3.422 4.685 -0.032 0.128
H -0.789 1.181 -1.168 0.172
H -2.121 -2.243 -0.871 0.111
H -4.057 -3.688 -0.961 0.091
H -6.557 -4.003 -1.122 0.098
H -8.063 -2.052 -0.898 0.095
H -7.120 0.193 -0.314 0.101
H -4.667 0.435 -0.001 0.069
H -0.608 0.755 1.738 0.115
H -1.393 -1.352 1.921 0.128
H -1.235 -3.803 1.701 0.108
H 2.695 -5.106 0.254 0.090
H 1.896 -6.701 -0.011 0.090
H 2.087 -5.535 -1.358 0.096
H -0.045 -7.019 0.381 0.140
H -1.076 -5.765 1.230 0.133
H 2.349 -3.217 -0.696 0.100
H 2.075 -0.824 -0.551 0.117
H 0.139 3.007 -0.409 0.089
H 2.028 4.439 -0.698 0.090
H 3.589 4.869 -1.679 0.093
H 4.005 5.911 -0.254 0.106
H 5.293 5.349 -1.402 0.092
H 6.299 4.732 0.600 0.144
H 5.896 3.114 1.361 0.135
H 4.586 1.542 1.331 0.102
H 2.612 0.140 1.719 0.118

104
Properties=species:S:1:pos:R:3:mulliken_spin:R:1 method="wB97M-V/def2-TZVPD" relative_energy_ev=0.0000 s2=0.775 e_homo_ev="-6.99 / -7.00" multiplicity=2 orbital_gap_ev="6.68 / 6.94" total_charge=0
V -0.575 1.212 0.739 1.160
C -3.063 4.222 -5.048 0.000
Si -2.088 2.973 -4.084 0.001
C -2.530 1.307 -4.762 -0.001
C -0.319 3.442 -4.298 0.000
C -2.530 3.075 -2.240 0.004
C -3.426 4.001 -1.747 -0.001
C -3.656 4.198 -0.380 0.000
C -2.956 3.434 0.505 0.002
N -2.107 2.503 0.074 0.024
C -1.907 2.304 -1.243 -0.019
S -0.774 1.071 -1.595 -0.036
H -2.834 4.107 -6.106 0.000
H -2.825 5.225 -4.724 0.000
H -4.139 4.116 -4.942 0.000
H -2.446 1.364 -5.851 0.000
H -3.560 1.071 -4.495 0.000
H -1.866 0.525 -4.412 0.001
H -0.046 3.377 -5.352 0.000
H 0.343 2.780 -3.768 0.000
H -0.096 4.453 -3.994 0.000
H -4.019 4.606 -2.420 0.000
H -4.373 4.926 -0.020 0.000
H -3.089 3.555 1.562 0.000
F 4.777 -2.426 4.683 0.000
C 3.538 -1.895 4.626 0.000
C 3.086 -1.281 3.471 0.000
F 3.848 -1.237 2.377 0.000
C 1.800 -0.789 3.465 0.001
F 1.476 -0.261 2.291 0.000
C 0.916 -0.844 4.521 0.001
S -0.664 -0.119 4.534 -0.008
C 1.431 -1.487 5.651 0.002
F 0.685 -1.608 6.739 0.000
C 2.709 -2.003 5.719 0.000
F 3.134 -2.562 6.855 0.000
C -0.336 3.369 3.040 0.002
O -0.679 2.014 2.655 0.004
H 0.587 3.369 3.634 0.002
H -1.165 3.802 3.613 0.001
H -0.151 3.945 2.133 0.000
H -0.551 1.276 3.418 0.004
C 1.965 -4.903 -2.653 0.000
N 2.028 -3.657 -1.917 0.000
C 1.994 -2.455 -2.514 0.000
N 1.889 -2.460 -3.860 0.000
S 2.036 -1.030 -1.660 0.003
H 2.058 -5.743 -1.967 0.000
H 2.792 -5.000 -3.366 0.000
H 1.013 -4.983 -3.159 0.000
H 2.130 -3.615 -0.929 0.000
H 1.923 -3.302 -4.422 0.000
H 1.960 -1.563 -4.313 0.000
F 7.993 5.309 -0.190 0.000
C 7.385 4.767 -1.256 -0.001
F 8.262 3.856 -1.769 0.000
F 7.266 5.732 -2.168 0.000
C 6.052 4.108 -0.897 0.007
C 4.851 4.554 -1.460 -0.004
C 3.642 3.954 -1.124 0.008
C 3.642 2.877 -0.235 -0.004
C 4.849 2.424 0.324 0.008
C 6.043 3.066 0.032 -0.003
C 2.410 2.293 0.187 0.031
C 1.356 1.769 0.509 -0.070
H 4.832 5.388 -2.159 0.000
H 2.682 4.261 -1.529 0.001
H 4.809 1.609 1.030 0.001
H 6.957 2.712 0.476 0.000
N -1.190 -0.257 1.298 -0.116
P -1.683 -1.781 1.214 -0.003
C -3.223 -2.099 2.069 -0.006
C -3.744 -1.181 2.987 -0.002
C -4.988 -1.425 3.564 0.000
C -5.698 -2.561 3.241 0.000
C -5.161 -3.506 2.363 -0.001
C -3.945 -3.253 1.772 -0.001
C -2.112 -2.047 -0.493 -0.003
C -3.235 -1.347 -0.971 0.004
C -3.609 -1.436 -2.293 -0.001
C -2.878 -2.227 -3.173 -0.001
C -1.797 -2.962 -2.703 0.001
C -1.390 -2.866 -1.358 -0.002
C -0.466 -2.974 1.777 -0.007
C -0.748 -3.913 2.772 -0.001
C 0.273 -4.727 3.253 0.000
C 1.552 -4.631 2.713 0.000
C 1.832 -3.710 1.720 -0.001
C 0.828 -2.857 1.282 0.007
H -3.146 -0.324 3.285 0.003
H -5.358 -0.718 4.303 0.000
H -6.655 -2.750 3.709 0.000
H -5.693 -4.421 2.135 0.000
H -3.536 -3.941 1.026 0.000
H -3.843 -0.754 -0.299 -0.002
H -4.453 -0.828 -2.637 0.000
H -3.125 -2.235 -4.222 0.000
H -1.237 -3.569 -3.407 0.000
H -0.532 -3.416 -1.022 0.000
H -1.720 -4.009 3.226 0.000
H 0.081 -5.429 4.055 0.000
H 2.345 -5.252 3.107 0.000
H 2.818 -3.570 1.335 0.000
H 1.061 -2.101 0.542 0.008

24
Properties=species:S:1:pos:R:3:lowdin_charge:R:1 method="wB97M-V/def2-TZVPD" relative_energy_ev=1.7480 e_homo_ev=-17.68 orbital_gap_ev=10.59 total_charge=+2
C -0.571 -0.972 -0.410 0.040
C 0.739 -0.880 -0.496 -0.093
C 3.730 -2.292 1.328 -0.814
C -1.444 2.098 -0.773 -0.468
C -1.104 0.386 1.640 -0.057
C -2.378 2.960 -1.502 0.057
N 2.791 -2.313 0.681 0.104
N -1.264 0.026 0.389 -0.021
N 1.454 -1.766 -1.406 0.171
N -0.253 -0.169 2.432 0.226
O -0.329 2.303 -0.470 0.177
O -1.954 0.807 -0.533 0.059
Cl 4.943 -2.421 2.246 1.020
H -1.076 -1.657 -1.040 0.143
H -1.553 1.225 2.064 0.174
H -2.472 2.720 -2.566 0.122
H -3.401 2.822 -1.125 0.118
H -2.040 3.969 -1.493 0.104
H 0.704 -2.356 -1.783 0.168
H 2.157 -2.331 -0.795 0.095
H 1.951 -1.065 -2.070 0.232
H 0.524 -0.824 2.187 0.151
H -0.421 -0.133 3.433 0.161
H 1.267 -0.139 0.062 0.132

79
Properties=species:S:1:pos:R:3:lowdin_charge:R:1 method="wB97M-V/def2-TZVPD" e_homo_ev=-9.82 smiles="[H]/N=C(/C)C[C@@H](COC)OCBr.FC(F)C(F)(F)COC(F)(F)C(F)F.FC(F)C(F)(F)COC(F)(F)C(F)F.FC(F)C(F)(F)COC(F)(F)C(F)F" orbital_gap_ev=10.35 total_charge=0
H -1.271 -0.312 -0.162 0.052
N -2.223 -0.696 -0.113 0.131
C -2.342 -1.513 -1.098 -0.371
C -3.730 -2.215 -1.296 -0.047
C -1.244 -1.847 -2.153 -0.060
C 0.195 -1.992 -1.556 -0.281
C 0.621 -3.511 -1.365 -0.153
O 0.214 -4.020 -0.097 -0.184
C 1.015 -3.523 0.973 -0.114
O 1.095 -1.441 -2.555 -0.229
C 2.339 -1.083 -1.977 -0.577
Br 3.082 0.365 -3.139 0.727
H -4.383 -2.028 -0.411 0.063
H -3.596 -3.309 -1.473 0.079
H -4.248 -1.798 -2.202 0.088
H -1.513 -2.849 -2.590 0.115
H -1.251 -1.148 -3.031 0.142
H 0.356 -1.465 -0.584 0.126
H 1.728 -3.644 -1.451 0.122
H 0.155 -4.173 -2.143 0.138
H 1.263 -4.337 1.694 0.100
H 0.438 -2.743 1.536 0.082
H 1.951 -3.002 0.628 0.087
H 2.270 -0.660 -0.950 0.077
H 3.059 -1.935 -2.062 0.076
F 2.481 1.734 4.518 0.100
C 2.276 1.926 5.830 -0.307
F 3.225 2.803 6.239 0.094
C 2.365 0.638 6.658 -0.435
F 3.620 0.138 6.640 0.128
F 2.120 0.994 7.952 0.104
C 1.371 -0.504 6.330 -0.026
O 1.806 -1.590 5.487 0.037
C 1.759 -1.470 4.092 -0.518
F 1.022 -0.402 3.754 0.144
F 1.070 -2.543 3.648 0.124
C 3.149 -1.480 3.444 -0.279
F 3.950 -0.526 3.940 0.111
F 3.046 -1.256 2.109 0.083
H 1.301 2.403 5.960 0.174
H 1.176 -0.995 7.285 0.148
H 0.401 -0.120 6.010 0.137
H 3.639 -2.444 3.599 0.178
F -3.268 -1.646 4.324 0.097
C -2.883 -0.619 3.549 -0.300
F -1.802 -0.064 4.163 0.075
C -3.977 0.437 3.352 -0.435
F -4.268 1.055 4.520 0.124
F -3.447 1.395 2.541 0.102
C -5.300 -0.011 2.685 -0.028
O -6.433 -0.329 3.518 0.032
C -6.568 -1.606 4.083 -0.525
F -5.706 -2.456 3.503 0.147
F -7.797 -2.040 3.740 0.145
C -6.470 -1.592 5.613 -0.287
F -5.326 -1.035 6.047 0.102
F -6.503 -2.856 6.097 0.098
H -2.551 -1.018 2.587 0.150
H -5.643 0.860 2.123 0.148
H -5.134 -0.781 1.931 0.132
H -7.301 -1.031 6.046 0.174
F 2.423 3.129 -5.878 0.100
C 3.369 2.249 -6.235 -0.322
F 4.069 1.966 -5.108 -0.035
C 4.318 2.778 -7.318 -0.434
F 5.053 3.811 -6.852 0.131
F 5.203 1.773 -7.579 0.104
C 3.707 3.180 -8.684 -0.032
O 3.420 4.568 -8.941 0.032
C 2.214 5.140 -8.506 -0.524
F 1.359 4.176 -8.134 0.147
F 1.663 5.721 -9.590 0.147
C 2.421 6.217 -7.433 -0.287
F 3.099 5.753 -6.370 0.104
F 1.226 6.659 -6.978 0.099
H 2.877 1.329 -6.563 0.171
H 4.478 2.947 -9.419 0.146
H 2.862 2.545 -8.954 0.143
H 2.975 7.064 -7.841 0.175

19
Properties=species:S:1:pos:R:3:lowdin_charge:R:1 method="wB97M-V/def2-TZVPD" relative_energy_ev=2.5438 e_homo_ev="-7.83 / -7.74" orbital_gap_ev="6.35 / 6.10" total_charge=0
C 1.849 -1.954 0.395 -0.205
C 2.205 0.145 -0.117 -0.961
C -0.988 1.126 1.188 0.018
C -0.701 0.688 -1.254 0.204
C -1.432 0.277 -0.086 -0.671
N 2.558 -0.915 0.740 0.050
N 1.148 -1.695 -0.681 0.004
N 1.243 -0.323 -1.019 0.046
O -2.733 0.553 -0.392 0.081
F -1.371 -1.105 0.170 0.023
S 2.700 1.721 -0.012 0.552
H 1.922 -2.906 0.945 0.140
H -1.026 2.280 1.075 0.126
H -1.429 0.789 2.061 0.046
H 0.187 0.957 1.187 0.085
H -1.034 0.311 -2.227 0.115
H -0.421 1.758 -1.169 0.114
H 0.539 -2.306 -1.197 0.147
H -3.217 0.600 0.393 0.085

Number 1: E_tot -2075.655685 a.u., molecular weight 579.59 g mol⁻¹. Number 2: E_tot -5563.929340 a.u., molecular weight 1000.03 g mol⁻¹. Number 3: E_tot -1064.197360 a.u., molecular weight 206.63 g mol⁻¹. Number 4: E_tot -6255.590940 a.u., molecular weight 920.31 g mol⁻¹. Number 5: E_tot -932.745456 a.u., molecular weight 177.20 g mol⁻¹.